A.
# C2H3NO3P

A cluster of 2 separate species, C2H3NO3P in total (ωB97M-V/def2-TZVPD, the Open Molecules 2025 dataset).

Calculated values
* total charge: -1
* E_LUMO: 3.57 eV
* orbital gap: 6.463 eV

Last columns: bonded neighbours and bond lengths (Å).
CARTESIAN COORDINATES (ANGSTROEM)
1 C -3.475 -0.121 0.171  N3 1.169, O5 1.186
2 C 0.932 0.009 0.079  O4 1.430, O6 1.195, P7 1.761
3 N -2.618 0.065 -0.602  C1 1.169, H8 1.069
4 O 2.061 0.606 0.724  C2 1.430, H9 0.954
5 O -4.559 -0.260 0.633  C1 1.186
6 O -0.038 0.655 -0.188  C2 1.195
7 P 1.460 -1.657 -0.133  C2 1.761, H10 1.447
8 H -1.552 0.121 -0.624  N3 1.069
9 H 1.872 1.498 1.005  O4 0.954
10 H 0.444 -2.191 -1.013  P7 1.447

These are the Mulliken partial charges, in e, on atoms 1 to 8: 0.405, 0.412, -0.376, -0.511, -0.537, -0.759, -0.301, 0.509

---

B.
# C2H3NO3P

A cluster of 2 separate species, C2H3NO3P in total (ωB97M-V/def2-TZVPD, the Open Molecules 2025 dataset).

Calculated values
* total charge: -1
* E_LUMO: 3.77 eV
* orbital gap: 6.905 eV

Last columns: bonded neighbours and bond lengths (Å).
CARTESIAN COORDINATES (ANGSTROEM)
1 C -2.876 0.087 0.233  N3 1.197, O5 1.167
2 C 0.842 0.328 0.144  O4 1.447, O6 1.259, P7 1.740
3 N -2.274 -0.904 -0.065  C1 1.197, H8 0.980
4 O 1.941 0.341 1.084  C2 1.447, H9 1.022
5 O -3.755 0.779 0.563  C1 1.167
6 O 0.622 -0.828 -0.303  C2 1.259
7 P 0.273 1.913 -0.294  C2 1.740, H10 1.305
8 H -1.325 -0.998 -0.289  N3 0.980
9 H 1.877 -0.611 1.449  O4 1.022
10 H -0.263 1.264 -1.290  P7 1.305

These are the Mulliken partial charges, in e, on atoms 1 to 8: 0.399, 0.447, -0.450, -0.505, -0.445, -0.790, -0.252, 0.433

---

Sorted by energy, starting with the most stable: A, B.

---

A.
# C4H3N2

The ion C4H3N2 with charge +1 (ωB97M-V/def2-TZVPD, the Open Molecules 2025 dataset).

Calculated values
* total charge: +1
* E_LUMO: -8.19 eV
* orbital gap: 9.034 eV

Last columns: bonded neighbours and bond lengths (Å).
CARTESIAN COORDINATES (ANGSTROEM)
1 C -1.107 1.366 -0.475  N5 1.388, N6 1.155
2 C 0.791 0.528 -0.938  C3 1.446, N5 1.281, H7 1.120
3 C 0.304 -0.387 0.070  C2 1.446, C4 1.265
4 C 0.141 -1.194 1.030  C3 1.265, H8 1.027, H9 1.066
5 N 0.044 1.525 -1.235  C1 1.388, C2 1.281
6 N -1.748 0.812 0.309  C1 1.155
7 H 1.617 0.212 -1.625  C2 1.120
8 H -0.878 -1.218 1.162  C4 1.027
9 H 0.835 -1.644 1.702  C4 1.066

These are the Mulliken partial charges, in e, on atoms 1 to 8: 0.474, -0.170, 0.388, -0.225, -0.208, -0.330, 0.348, 0.395

---

B.
# C4H3N2

A cluster of 2 separate species, C4H3N2 in total (ωB97M-V/def2-TZVPD, the Open Molecules 2025 dataset).

Calculated values
* total charge: +1
* E_LUMO: -8.72 eV
* orbital gap: 7.686 eV

Last columns: bonded neighbours and bond lengths (Å).
CARTESIAN COORDINATES (ANGSTROEM)
1 C -3.473 0.155 0.035  N5 1.146
2 C -1.731 -1.562 -0.075  C3 1.274, H7 1.096
3 C -0.789 -0.711 0.027  C2 1.274, N6 1.275
4 C 0.840 1.097 -0.028  N6 1.275, H8 1.164, H9 1.137
5 N -4.378 0.857 0.025  C1 1.146
6 N 0.308 -0.061 -0.012  C3 1.275, C4 1.275
7 H -2.100 -2.592 -0.009  C2 1.096
8 H 1.982 1.064 0.197  C4 1.164
9 H 0.102 1.936 0.184  C4 1.137

These are the Mulliken partial charges, in e, on atoms 1 to 8: 0.013, -0.252, 0.580, -0.127, -0.114, -0.108, 0.395, 0.303

---

Sorted by energy, starting with the most stable: A, B.

---

A.
# C4H7FN2O

An isolated molecule of C4H7FN2O (ωB97M-V/def2-TZVPD, the Open Molecules 2025 dataset).

Calculated values
* E_LUMO: 0.73 eV
* orbital gap: 9.428 eV

Last columns: bonded neighbours and bond lengths (Å).
CARTESIAN COORDINATES (ANGSTROEM)
1 C 2.911 -0.427 -0.049  N2 1.387, H9 1.194, H10 1.064, H11 1.090
2 N 2.148 0.708 -0.280  C1 1.387, C3 1.411, H12 1.119
3 C 0.763 0.793 -0.024  N2 1.411, C4 1.347, H13 1.176
4 C -0.200 -0.124 0.182  C3 1.347, F5 1.419, C6 1.482
5 F -0.001 -1.526 0.278  C4 1.419
6 C -1.631 0.251 0.076  C4 1.482, N7 1.453, O8 1.278
7 N -2.613 -0.748 -0.311  C6 1.453, H14 1.010, H15 1.032
8 O -1.730 1.525 0.116  C6 1.278
9 H 3.974 -0.394 -0.593  C1 1.194
10 H 3.015 -0.800 0.942  C1 1.064
11 H 2.377 -1.175 -0.635  C1 1.090
12 H 2.424 1.525 0.434  N2 1.119
13 H 0.218 1.818 0.162  C3 1.176
14 H -3.551 -0.385 -0.207  N7 1.010
15 H -2.421 -1.740 -0.519  N7 1.032

These are the Mulliken partial charges, in e, on atoms 1 to 8: -0.778, -0.304, -0.142, 0.356, -0.316, 0.268, -0.391, -0.642

---

B.
# C4H7FN2O

A cluster of 3 separate species, C4H7FN2O in total (ωB97M-V/def2-TZVPD, the Open Molecules 2025 dataset).

Calculated values
* E_LUMO: 0.35 eV
* orbital gap: 9.685 eV

Last columns: bonded neighbours and bond lengths (Å).
CARTESIAN COORDINATES (ANGSTROEM)
1 C 1.276 0.747 1.606  C2 1.630, O14 1.698
2 C 2.013 0.205 0.257  C1 1.630, H8 1.099, N12 1.239
3 C -0.693 -0.227 -1.463  C4 1.391, H9 1.075, N13 1.326
4 C -2.065 -0.356 -1.272  C3 1.391, H10 1.164, H11 1.171, F15 1.304
5 H -0.188 -1.141 1.777  O14 1.202
6 H 2.159 1.683 2.547  no bonds
7 H 0.078 1.500 1.087  no bonds
8 H 3.105 0.329 0.212  C2 1.099
9 H -0.351 -0.432 -2.462  C3 1.075
10 H -2.757 0.411 -1.808  C4 1.164
11 H -2.294 -1.445 -1.637  C4 1.171
12 N 1.304 -0.234 -0.658  C2 1.239, N13 1.452
13 N -0.078 0.066 -0.326  C3 1.326, N12 1.452
14 O 0.905 -0.816 2.156  C1 1.698, H5 1.202
15 F -2.413 -0.290 -0.017  C4 1.304

These are the Mulliken partial charges, in e, on atoms 1 to 8: -0.280, 0.010, -0.129, -0.200, 0.352, 0.281, 0.270, 0.387

---

Sorted by energy, starting with the most stable: A, B.